# C41H59N3O10

10 unconnected molecules or ions with the total composition C41H59N3O10 at a distorted geometry (the ωB97M-V functional and the def2-TZVPD basis, OMol25).

Calculated values
Gap between HOMO and LUMO: 8.44 eV
ΔE to the lowest compared entry with this formula, charge and spin: 160.7 kJ/mol
Lowest unoccupied orbital energy: -0.0164 Ha

Structure (ORCA input):
```
! RIJCOSX wB97M-V def2-TZVPD def2/J DEFGRID3
* xyz 0 1
C -3.786 -0.904 -2.784
N -2.653 -1.843 -2.843
O -2.565 -2.725 -1.940
O -1.770 -1.798 -3.725
H -3.678 -0.192 -1.965
H -4.683 -1.495 -2.600
H -4.027 -0.424 -3.732
C 1.017 -2.307 -4.902
N 1.683 -3.413 -4.119
O 1.932 -3.315 -2.928
O 2.044 -4.372 -4.830
H 0.767 -1.522 -4.189
H 0.099 -2.777 -5.256
H 1.603 -1.860 -5.706
C 5.863 -1.239 -3.277
N 4.559 -0.618 -3.622
O 4.344 -0.570 -4.816
O 3.832 -0.142 -2.727
H 6.653 -0.529 -3.518
H 5.958 -2.155 -3.861
H 5.801 -1.450 -2.209
C 0.022 1.690 -2.409
O -0.542 0.555 -1.817
C 0.406 -0.380 -1.222
C 0.810 -0.036 0.231
O -0.368 0.302 1.126
C -1.398 -0.667 1.180
H 0.965 1.468 -2.907
H 0.226 2.547 -1.767
H -0.648 1.965 -3.224
H 1.281 -0.439 -1.869
H -0.096 -1.348 -1.196
H 1.495 0.811 0.230
H 1.391 -0.853 0.660
H -1.092 -1.688 1.409
H -1.839 -0.813 0.195
H -2.155 -0.431 1.928
C -6.165 1.565 -0.301
O -6.139 2.426 0.827
C -5.626 3.711 0.644
C -4.140 3.836 0.231
O -3.994 3.238 -1.077
C -2.724 2.749 -1.389
H -5.293 0.930 -0.457
H -6.203 2.098 -1.251
H -7.003 0.877 -0.197
H -5.747 4.256 1.581
H -6.214 4.286 -0.071
H -3.608 3.255 0.984
H -3.832 4.882 0.227
H -2.661 2.271 -2.367
H -2.532 1.833 -0.830
H -1.936 3.481 -1.213
C 1.941 4.055 1.788
C 2.168 3.794 3.155
C 1.251 3.126 3.926
C 0.096 2.581 3.342
C -0.206 2.948 2.021
C 0.737 3.630 1.223
H 2.685 4.539 1.172
H 3.097 4.178 3.551
H 1.388 2.993 4.988
H -0.592 1.924 3.854
H -1.041 2.519 1.488
H 0.569 3.785 0.168
C -4.766 -3.128 0.592
C -3.800 -3.637 1.439
C -3.634 -3.009 2.660
C -4.436 -1.904 2.987
C -5.406 -1.442 2.161
C -5.550 -2.031 0.917
H -4.797 -3.507 -0.419
H -3.168 -4.426 1.060
H -2.878 -3.305 3.372
H -4.302 -1.383 3.923
H -6.050 -0.641 2.493
H -6.349 -1.698 0.272
C -0.219 -4.331 0.793
C -0.452 -5.160 1.894
C 0.614 -5.629 2.576
C 1.887 -5.369 2.094
C 2.179 -4.565 0.945
C 1.084 -3.992 0.340
H -1.099 -3.876 0.363
H -1.454 -5.499 2.111
H 0.433 -6.415 3.294
H 2.710 -5.863 2.591
H 3.178 -4.308 0.626
H 1.202 -3.203 -0.388
C 1.488 -2.005 4.298
C 1.749 -0.911 3.445
C 3.023 -0.307 3.422
C 4.012 -0.837 4.297
C 3.700 -1.921 5.105
C 2.449 -2.494 5.117
H 0.507 -2.446 4.195
H 1.022 -0.496 2.763
H 3.119 0.573 2.803
H 4.989 -0.399 4.164
H 4.467 -2.490 5.608
H 2.236 -3.384 5.690
C 4.093 5.433 -1.695
C 3.256 4.337 -1.791
C 3.542 3.277 -2.650
C 4.669 3.336 -3.424
C 5.461 4.492 -3.397
C 5.242 5.511 -2.462
H 3.909 6.249 -1.012
H 2.378 4.263 -1.166
H 2.842 2.456 -2.606
H 4.899 2.508 -4.079
H 6.353 4.449 -4.004
H 5.938 6.327 -2.335
*
```

=====

# C41H60F14I2N5O6S2

3 unconnected molecules or ions with the total composition C41H60F14I2N5O6S2 at a distorted geometry (the ωB97M-V functional and the def2-TZVPD basis, OMol25).

Calculated values
Gap between HOMO and LUMO: 5.44 eV
Lowest unoccupied orbital energy: -0.1572 Ha

Structure (ORCA input):
```
! RIJCOSX wB97M-V def2-TZVPD def2/J DEFGRID3
* xyz 1 1
C -2.557 -0.876 -0.836
C -1.166 -0.949 -0.470
N -0.006 -1.051 -1.309
C 1.105 -0.102 -1.317
N 0.864 1.109 -1.771
C -0.444 1.709 -2.207
C -1.096 2.685 -1.098
C -1.643 4.057 -1.589
C -2.337 5.036 -0.582
C -2.520 4.696 0.942
C -1.933 3.323 1.434
C -2.092 2.907 2.985
C -1.238 2.357 0.403
C 2.023 2.026 -1.994
C 2.801 1.469 -3.295
F 1.627 3.371 -2.396
N 2.236 -0.912 -0.889
C 3.091 -0.155 0.022
C 4.520 0.366 -0.580
C 5.526 0.842 0.593
F 5.437 0.436 1.952
C 6.623 1.713 0.165
F 6.452 3.110 0.146
F 7.865 1.119 -0.235
C 2.061 -2.432 -0.828
C 3.229 -3.321 -1.542
I 3.009 -4.592 -3.345
C 4.569 -3.487 -1.077
C 5.702 -4.367 -1.844
I 5.339 -2.687 0.743
C 1.707 -3.127 0.565
F 2.410 -2.630 1.734
F 0.384 -2.837 1.084
C 1.837 -4.705 0.707
F 3.163 -5.175 1.046
F 1.460 -5.484 -0.411
C 0.969 -5.358 1.927
F -0.391 -5.542 1.612
F 1.037 -4.639 3.143
C 1.523 -6.831 2.355
F 1.804 -7.697 1.302
F 0.420 -7.422 3.067
F 2.556 -6.751 3.340
C 0.673 -2.295 -1.750
C 0.944 -1.934 -3.340
C -0.015 -0.950 -4.123
C -0.081 -1.418 -5.691
S -1.422 -2.636 -6.056
S -0.586 -3.593 -1.920
O -1.342 -4.086 -0.731
O -0.203 -4.847 -2.692
F -1.863 -3.019 -2.909
H -3.378 -1.409 -0.248
H -2.911 -0.257 -1.746
H -1.010 -0.809 0.669
H -1.262 0.913 -2.394
H -0.381 2.213 -3.247
H -1.577 4.363 -2.687
H -2.739 6.044 -0.966
H -3.067 5.425 1.642
H -3.219 2.842 3.241
H -1.618 3.655 3.702
H -1.692 1.838 3.163
H -0.845 1.384 0.840
H 2.673 2.247 -1.094
H 3.065 0.360 -3.235
H 2.096 1.672 -4.189
H 3.731 2.121 -3.491
H 3.387 -0.581 1.031
H 2.473 0.774 0.356
H 4.988 -0.476 -1.222
H 4.468 1.269 -1.259
H 5.427 -5.491 -1.849
H 5.887 -3.970 -2.915
H 6.720 -4.311 -1.331
H 0.813 -2.913 -3.949
H 2.050 -1.616 -3.454
H 0.528 0.072 -4.193
H -1.066 -0.794 -3.726
H 0.979 -1.759 -5.965
H -0.264 -0.450 -6.295
H -0.746 -3.681 -6.711
C 3.025 8.697 -2.023
O 2.827 9.849 -1.217
C 2.307 10.974 -1.932
C 0.837 11.222 -1.593
N -0.026 10.183 -2.151
C -1.383 10.149 -1.595
C -1.549 9.997 -0.073
O -1.198 8.715 0.435
C 0.195 8.497 0.586
H 3.651 8.000 -1.462
H 2.078 8.197 -2.235
H 3.533 8.943 -2.959
H 2.465 10.882 -3.011
H 2.886 11.840 -1.593
H 0.534 12.193 -1.999
H 0.762 11.267 -0.504
H 0.396 9.275 -1.994
H -1.895 9.310 -2.073
H -1.906 11.059 -1.918
H -2.616 10.113 0.142
H -1.048 10.789 0.493
H 0.725 9.396 0.909
H 0.615 8.110 -0.344
H 0.341 7.722 1.342
C -7.283 -6.242 4.180
O -6.597 -7.290 3.512
C -5.686 -6.839 2.507
C -4.233 -6.988 2.959
N -3.897 -6.033 4.013
C -2.655 -6.331 4.735
C -2.514 -7.705 5.414
O -3.346 -7.887 6.554
C -4.700 -8.191 6.261
H -8.120 -6.683 4.725
H -6.635 -5.749 4.908
H -7.678 -5.505 3.475
H -5.907 -5.817 2.183
H -5.843 -7.493 1.641
H -3.572 -6.822 2.103
H -4.106 -8.020 3.295
H -4.650 -6.001 4.690
H -2.552 -5.563 5.507
H -1.815 -6.190 4.042
H -1.488 -7.770 5.790
H -2.625 -8.541 4.716
H -4.801 -8.832 5.382
H -5.272 -7.270 6.140
H -5.126 -8.715 7.119
*
```

=====

# C41H60F2N4O3SSi

4 unconnected molecules or ions with the total composition C41H60F2N4O3SSi at a distorted geometry (the ωB97M-V functional and the def2-TZVPD basis, OMol25).

Calculated values
Gap between HOMO and LUMO: 8.85 eV
Lowest unoccupied orbital energy: 0.0189 Ha

Structure (ORCA input):
```
! RIJCOSX wB97M-V def2-TZVPD def2/J DEFGRID3
* xyz 0 1
C 0.591 -1.527 3.342
Si 0.621 -0.112 2.072
C 1.194 1.566 2.829
C -1.132 0.230 1.336
C -2.047 -1.057 1.293
C -3.399 -0.891 0.502
F -4.441 -0.964 1.455
F -3.576 -1.950 -0.398
C -3.554 0.501 -0.211
C -4.291 1.615 0.346
C -4.354 2.912 -0.364
C -3.652 2.992 -1.631
C -2.915 1.855 -2.249
C -2.872 0.595 -1.527
N -2.247 1.979 -3.542
C -1.387 3.151 -3.609
C -0.020 2.985 -4.102
C 0.893 4.148 -4.144
C 0.397 5.452 -3.698
C 1.366 6.651 -3.709
C 1.973 7.246 -4.895
C 2.918 8.367 -4.726
C 3.265 8.894 -3.396
C 2.650 8.318 -2.200
C 1.725 7.206 -2.384
C -0.987 5.668 -3.235
C -1.855 4.500 -3.198
S -3.593 4.548 -2.607
C 1.891 -0.467 0.672
C 1.993 -1.762 -0.023
C 3.017 -1.993 -1.064
C 3.956 -0.948 -1.482
C 3.865 0.349 -0.803
C 2.857 0.573 0.228
H -0.172 -2.278 2.969
H 0.267 -1.206 4.368
H 1.556 -2.090 3.421
H 0.948 2.353 2.056
H 2.308 1.591 2.963
H 0.616 1.809 3.756
H -0.923 0.668 0.316
H -1.615 0.987 2.022
H -1.423 -1.912 0.917
H -2.319 -1.321 2.357
H -4.794 1.535 1.337
H -4.887 3.800 0.053
H -2.328 -0.271 -1.977
H -3.023 2.105 -4.213
H 0.385 2.002 -4.457
H 1.941 4.016 -4.517
H 1.733 6.841 -5.902
H 3.427 8.828 -5.612
H 3.978 9.739 -3.250
H 2.847 8.689 -1.161
H 1.284 6.760 -1.453
H -1.374 6.663 -2.926
H 1.329 -2.620 0.227
H 3.117 -2.984 -1.572
H 4.736 -1.075 -2.264
H 4.563 1.188 -1.061
H 2.836 1.597 0.685
C -3.760 -1.054 -8.220
C -2.289 -1.224 -7.851
C -2.067 -2.069 -6.584
O -2.331 -1.383 -5.370
C -3.698 -1.346 -4.997
N -1.673 0.103 -7.732
H -4.273 -0.338 -7.576
H -3.852 -0.682 -9.243
H -4.292 -2.007 -8.164
H -1.808 -1.750 -8.682
H -1.007 -2.339 -6.542
H -2.626 -3.013 -6.625
H -4.229 -2.259 -5.279
H -4.185 -0.470 -5.433
H -3.748 -1.238 -3.911
H -0.673 -0.014 -7.582
H -2.000 0.511 -6.857
C 2.387 -6.042 0.084
C 2.599 -5.489 1.490
C 2.709 -6.582 2.570
O 1.468 -7.162 2.945
C 1.011 -8.188 2.081
N 1.526 -4.535 1.792
H 1.367 -6.394 -0.078
H 2.576 -5.264 -0.660
H 3.071 -6.870 -0.120
H 3.548 -4.943 1.481
H 3.100 -6.116 3.480
H 3.430 -7.358 2.284
H 1.835 -8.779 1.671
H 0.407 -7.766 1.275
H 0.364 -8.851 2.659
H 1.722 -4.097 2.689
H 0.680 -5.077 1.970
C 0.847 -0.011 10.243
C 1.433 0.426 8.904
C 0.413 0.404 7.750
O 0.128 -0.892 7.243
C -0.835 -1.617 7.989
N 2.606 -0.403 8.606
H 0.704 -1.091 10.305
H 1.518 0.267 11.058
H -0.117 0.472 10.426
H 1.768 1.462 9.022
H 0.846 0.957 6.910
H -0.513 0.927 8.021
H -1.608 -0.967 8.407
H -0.349 -2.189 8.782
H -1.311 -2.333 7.317
H 3.052 -0.048 7.763
H 2.265 -1.322 8.327
*
```